The following is a DFT calculation (ωB97M-V/def2-TZVPD) of one molecule with the formula C5H9NO4 at a distorted geometry.

Properties
SMILES = N[C@@H](CCC(=O)O)C(=O)O
highest occupied orbital energy = -10.09 eV
gap between HOMO and LUMO = 10.4 eV

The geometry in ORCA input format:
```
! RIJCOSX wB97M-V def2-TZVPD def2/J DEFGRID3
* xyz 0 1
N 0.372 -1.487 -0.248
C 0.959 -0.086 -0.363
C 0.236 0.970 0.424
C -1.220 1.161 0.072
C -2.084 -0.056 0.440
O -2.389 -0.576 1.467
O -2.442 -0.587 -0.976
C 2.397 -0.077 0.116
O 3.095 0.920 0.025
O 2.821 -1.251 0.510
H -0.340 -1.560 0.585
H -0.237 -1.596 -1.085
H 0.995 0.091 -1.436
H 0.344 0.573 1.438
H 0.968 1.813 0.229
H -1.644 1.953 0.696
H -1.399 1.471 -0.999
H -2.480 0.172 -1.520
H 2.049 -1.850 0.625
*
```



The following is a DFT calculation (ωB97M-V/def2-TZVPD) of C4H3BrN2O as an isolated structure at a distorted geometry.

Properties
highest occupied orbital energy = -11.02 eV
gap between HOMO and LUMO = 10.3 eV

The geometry in ORCA input format:
```
! RIJCOSX wB97M-V def2-TZVPD def2/J DEFGRID3
* xyz 0 1
C -1.789 0.335 0.415
C 0.783 -1.696 -0.257
C -0.394 0.635 0.764
C 0.549 0.259 -0.323
N -2.888 0.101 0.211
N 0.916 -2.816 -0.064
O 0.184 0.630 -1.488
Br 2.531 0.625 0.143
H -0.174 0.210 1.773
H -0.227 1.747 1.043
H 0.509 -0.030 -2.218
*
```



The following is a DFT calculation (ωB97M-V/def2-TZVPD) of C23H19F5NO4SbSe4Ti as an isolated structure at a distorted geometry.

Properties
highest occupied orbital energy = -1.86 eV
gap between HOMO and LUMO = 5.8 eV

The geometry in ORCA input format:
```
! RIJCOSX wB97M-V def2-TZVPD def2/J DEFGRID3
* xyz -2 1
Ti -0.369 -0.116 -0.233
O -3.110 -3.470 0.859
C -2.262 -2.443 0.813
O -1.520 -2.245 -0.125
C -2.264 -1.531 1.973
C -3.241 -1.451 2.936
C -3.173 -0.386 3.837
C -2.149 0.533 3.730
C -1.217 0.363 2.710
N -1.276 -0.639 1.862
C -0.123 1.330 2.352
O 0.334 2.123 3.143
O 0.284 1.147 1.124
H -3.087 -3.883 -0.017
H -4.061 -2.150 2.941
H -3.966 -0.238 4.555
H -2.086 1.405 4.362
C 0.364 0.910 -2.162
C 0.292 2.233 -1.592
C 1.457 2.446 -0.859
C 2.282 1.305 -0.964
C 1.652 0.376 -1.801
C 2.347 -0.730 -2.539
C 3.577 1.111 -0.240
C 1.698 3.606 0.055
C -0.836 3.210 -1.696
C -0.344 0.486 -3.428
H 2.929 -0.307 -3.366
H 1.641 -1.437 -2.972
H 3.037 -1.290 -1.905
H 3.454 1.311 0.828
H 4.357 1.784 -0.612
H 3.940 0.088 -0.344
H 0.753 4.043 0.381
H 2.286 4.396 -0.426
H 2.230 3.289 0.953
H -1.355 3.334 -0.740
H -1.590 2.897 -2.416
H -0.453 4.190 -1.997
H -0.601 -0.576 -3.433
H 0.291 0.680 -4.303
H -1.279 1.031 -3.544
F 0.311 -3.037 -2.013
C 1.119 -2.994 -0.925
C 1.076 -1.915 -0.064
C 1.986 -1.977 0.972
F 2.042 -0.994 1.898
C 2.882 -3.020 1.157
F 3.745 -3.034 2.191
C 2.883 -4.073 0.264
F 3.742 -5.098 0.418
C 1.990 -4.061 -0.791
F 1.998 -5.081 -1.672
Se -3.604 3.202 1.974
Sb -4.752 1.857 0.339
Se -5.442 2.952 -1.680
Se -6.222 0.121 1.161
Se -2.596 0.418 -0.930
*
```



The following is a DFT calculation (ωB97M-V/def2-TZVPD) of a 2-piece molecular cluster, C28H26O3 overall at a distorted geometry.

Properties
highest occupied orbital energy = -5.26 eV
gap between HOMO and LUMO = 2.1 eV

The geometry in ORCA input format:
```
! RIJCOSX wB97M-V def2-TZVPD def2/J DEFGRID3
* xyz 0 1
C 1.743 2.236 -2.489
C 2.010 1.779 -1.071
C 3.252 1.069 -0.781
C 3.778 1.094 0.595
C 5.180 0.451 0.740
C 5.320 -0.734 -0.172
O 5.039 -0.371 -1.568
C 4.060 0.512 -1.876
O 3.956 0.805 -3.072
O 1.197 2.023 -0.159
H 2.439 1.755 -3.182
H 0.706 1.979 -2.742
H 1.866 3.329 -2.542
H 3.803 2.139 0.957
H 3.100 0.568 1.274
H 5.943 1.201 0.537
H 5.320 0.108 1.765
H 6.358 -1.094 -0.215
H 4.667 -1.574 0.114
C -4.044 2.789 3.558
C -3.975 1.402 3.749
C -3.362 0.584 2.796
C -2.953 1.111 1.549
C -2.343 0.253 0.514
C -1.379 -0.726 0.857
C -0.695 -1.548 -0.027
C 0.089 -2.682 0.360
C 0.540 -3.622 -0.607
C 1.391 -4.660 -0.248
C 1.806 -4.810 1.091
C 1.272 -3.957 2.073
C 0.414 -2.916 1.717
C -2.723 0.479 -0.873
C -1.788 0.450 -1.933
C -2.179 0.677 -3.251
C -3.535 0.840 -3.557
C -4.490 0.808 -2.531
C -4.086 0.704 -1.199
C -3.137 2.507 1.325
C -3.595 3.340 2.348
H -4.441 3.433 4.345
H -4.387 0.953 4.648
H -3.260 -0.490 2.962
H -1.184 -0.829 1.926
H -0.799 -1.439 -1.098
H 0.230 -3.499 -1.650
H 1.741 -5.375 -0.996
H 2.470 -5.627 1.379
H 1.515 -4.108 3.125
H 0.028 -2.246 2.484
H -0.736 0.254 -1.724
H -1.420 0.713 -4.030
H -3.850 1.001 -4.590
H -5.550 0.876 -2.760
H -4.821 0.729 -0.390
H -2.892 2.935 0.346
H -3.616 4.420 2.202
*
```



The following is a DFT calculation (ωB97M-V/def2-TZVPD) of C17H37N2OPRbS4Sb3 as an isolated structure.

Properties
highest occupied orbital energy = -1.12 eV
gap between HOMO and LUMO = 4.7 eV

The geometry in ORCA input format:
```
! RIJCOSX wB97M-V def2-TZVPD def2/J DEFGRID3
* xyz -2 1
Rb 0.301 1.719 -0.289
C -4.078 -2.238 -2.061
Sb -2.184 -1.524 -1.299
C -1.232 -1.665 -3.229
C -1.461 -3.467 -0.658
C -1.777 -3.778 0.778
C -3.116 -3.924 1.140
C -3.508 -4.182 2.444
C -2.529 -4.303 3.421
C -1.197 -4.178 3.073
C -0.775 -3.920 1.760
C 0.674 -3.788 1.495
Sb 1.661 -1.706 1.761
C 1.605 -1.469 -0.390
C -0.197 -0.769 2.254
H -4.797 -2.352 -1.251
H -3.944 -3.195 -2.567
H -4.471 -1.508 -2.770
H -1.339 -2.678 -3.618
H -0.174 -1.418 -3.140
H -1.697 -0.962 -3.920
H -0.391 -3.462 -0.854
H -1.924 -4.191 -1.334
H -3.874 -3.829 0.368
H -4.558 -4.279 2.692
H -2.803 -4.491 4.452
H -0.435 -4.275 3.840
H 0.956 -4.105 0.491
H 1.229 -4.404 2.205
H 1.948 -2.390 -0.868
H 2.246 -0.643 -0.690
H 0.586 -1.266 -0.728
H -0.748 -1.414 2.940
H -0.820 -0.613 1.370
H 0.017 0.186 2.739
N -2.054 2.275 1.598
C -2.340 3.709 1.616
C -2.728 4.254 0.250
N -1.615 4.145 -0.695
H -2.895 1.735 1.759
H -1.405 2.079 2.369
H -1.429 4.211 1.952
H -3.134 3.973 2.330
H -3.059 5.294 0.394
H -3.588 3.694 -0.141
H -0.756 4.449 -0.222
H -1.755 4.771 -1.479
S 3.992 3.996 3.731
Sb 2.187 3.091 2.645
S 2.903 1.092 1.506
S 1.408 4.539 0.947
S 0.382 2.490 3.988
C 4.008 3.402 -1.203
P 3.606 2.067 -2.320
C 4.317 2.566 -3.917
C 4.610 0.684 -1.749
O 2.164 1.716 -2.477
H 5.054 3.692 -1.329
H 3.845 3.049 -0.181
H 3.348 4.256 -1.350
H 5.378 2.802 -3.826
H 3.779 3.450 -4.262
H 4.179 1.765 -4.644
H 5.674 0.925 -1.791
H 4.402 -0.203 -2.349
H 4.327 0.512 -0.706
*
```



The following is a DFT calculation (ωB97M-V/def2-TZVPD) of C45H54AsBFeN6OS3 as an isolated structure.

Properties
⟨S²⟩ = 1.147
highest occupied orbital energy (spin up / spin down) = -15.93 / -15.93 eV
gap between HOMO and LUMO (spin up / spin down) = 5.6 / 6.1 eV

The geometry in ORCA input format:
```
! RIJCOSX wB97M-V def2-TZVPD def2/J DEFGRID3
* xyz 3 2
Fe -0.360 -0.556 -1.597
C -1.881 4.301 -0.346
C -0.955 3.436 0.437
C -0.179 3.871 1.477
C 0.693 2.993 2.183
N 0.780 1.732 1.852
N 0.019 1.312 0.836
B -0.147 -0.181 0.662
N -1.421 -0.673 1.346
N -1.848 -0.041 2.430
C -2.830 -0.596 3.101
C -3.409 -1.818 2.664
C -2.981 -2.454 1.527
C -3.547 -3.728 1.004
C -1.934 -1.791 0.854
S -1.151 -2.321 -0.610
C -3.313 0.088 4.360
C -3.131 -0.886 5.535
C -4.799 0.439 4.194
C -2.509 1.360 4.627
N 1.077 -0.943 1.152
N 1.082 -1.270 2.442
C 2.202 -1.728 2.947
C 3.362 -1.848 2.141
C 3.345 -1.545 0.805
C 4.519 -1.683 -0.102
C 2.101 -1.085 0.322
S 1.763 -0.715 -1.344
C 2.215 -2.125 4.409
C 0.863 -1.844 5.062
C 2.522 -3.630 4.489
C 3.309 -1.326 5.131
C -0.809 2.064 0.130
S -1.612 1.237 -1.165
C 1.542 3.497 3.332
C 2.320 2.349 3.974
C 0.605 4.123 4.378
C 2.517 4.558 2.803
H -1.862 5.324 0.022
H -1.600 4.304 -1.401
H -2.905 3.930 -0.279
H -0.214 4.913 1.768
H -4.214 -2.247 3.246
H -4.400 -4.048 1.598
H -3.870 -3.607 -0.032
H -2.796 -4.521 1.027
H -3.733 -1.788 5.422
H -2.085 -1.178 5.648
H -3.447 -0.400 6.457
H -5.416 -0.444 4.026
H -5.160 0.917 5.104
H -4.953 1.132 3.366
H -1.445 1.141 4.737
H -2.629 2.085 3.820
H -2.863 1.818 5.549
H 4.278 -2.201 2.598
H 5.377 -2.081 0.434
H 4.287 -2.358 -0.928
H 4.793 -0.717 -0.528
H 0.062 -2.404 4.576
H 0.906 -2.151 6.106
H 0.612 -0.782 5.024
H 1.760 -4.218 3.975
H 3.495 -3.873 4.060
H 2.540 -3.940 5.533
H 3.125 -0.253 5.065
H 3.316 -1.603 6.185
H 4.306 -1.534 4.740
H 1.646 1.579 4.354
H 3.008 1.885 3.265
H 2.903 2.738 4.808
H -0.126 3.398 4.738
H 1.194 4.460 5.231
H 0.072 4.992 3.991
H 3.200 4.135 2.065
H 1.999 5.405 2.351
H 3.111 4.947 3.629
O -0.459 -0.439 -3.363
As -0.158 -0.453 -5.079
C -1.866 -0.189 -5.872
C -2.916 0.359 -5.144
C -4.123 0.596 -5.782
C -4.269 0.300 -7.131
C -3.212 -0.236 -7.854
C -2.001 -0.486 -7.227
C 0.571 -2.139 -5.548
C 1.954 -2.321 -5.507
C 2.482 -3.558 -5.833
C 1.635 -4.600 -6.194
C 0.259 -4.416 -6.227
C -0.282 -3.183 -5.902
C 1.098 0.948 -5.368
C 1.224 1.982 -4.448
C 2.101 3.021 -4.720
C 2.828 3.027 -5.903
C 2.689 1.995 -6.822
C 1.821 0.948 -6.558
H -2.795 0.602 -4.096
H -4.951 1.019 -5.229
H -5.213 0.491 -7.624
H -3.330 -0.460 -8.905
H -1.179 -0.907 -7.794
H 2.612 -1.500 -5.247
H 3.553 -3.708 -5.821
H 2.052 -5.562 -6.459
H -0.391 -5.231 -6.514
H -1.354 -3.034 -5.937
H 0.643 1.984 -3.533
H 2.211 3.832 -4.014
H 3.505 3.844 -6.114
H 3.255 2.007 -7.744
H 1.716 0.142 -7.276
*
```



The following is a DFT calculation (ωB97M-V/def2-TZVPD) of C21H28Cl43F3O2Si2 as an isolated structure at a distorted geometry.

Properties
highest occupied orbital energy = -8.74 eV
gap between HOMO and LUMO = 8.8 eV

The geometry in ORCA input format:
```
! RIJCOSX wB97M-V def2-TZVPD def2/J DEFGRID3
* xyz 0 1
F 2.871 -1.303 3.844
C 3.413 -0.751 2.763
F 3.176 0.528 2.818
F 4.714 -0.988 2.851
Si 2.731 -1.651 1.188
C 4.083 -1.738 -0.113
C 5.021 -2.982 -0.035
C 4.503 -4.146 0.808
Cl 5.613 -5.566 0.525
O 1.380 -0.855 0.557
Si -0.030 -1.329 1.372
C -0.919 -2.793 0.572
C -0.046 -4.100 0.785
C 0.070 -4.554 2.347
O -0.746 -5.232 1.171
H 2.241 -2.946 1.667
H 3.612 -1.627 -1.088
H 4.718 -0.867 0.040
H 6.028 -2.722 0.272
H 5.117 -3.362 -1.048
H 3.526 -4.506 0.507
H 4.561 -3.969 1.877
H 0.180 -1.667 2.791
H -0.947 -0.179 1.333
H -1.823 -3.064 1.097
H -1.036 -2.702 -0.506
H 0.847 -4.224 0.164
H 1.199 -4.601 2.168
H 0.083 -5.559 2.792
C -4.479 0.054 0.392
Cl -3.812 -1.271 1.361
Cl -3.340 1.384 0.177
Cl -5.023 -0.571 -1.169
H -5.337 0.451 0.914
C -2.187 2.997 -3.475
Cl -3.056 1.585 -2.868
Cl -2.075 4.253 -2.231
Cl -0.585 2.541 -4.064
H -2.746 3.413 -4.303
C 1.791 3.071 6.539
Cl 2.986 2.121 7.426
Cl 0.256 3.107 7.411
Cl 2.387 4.707 6.258
H 1.626 2.600 5.581
C -5.262 4.254 -6.236
Cl -5.564 2.834 -5.236
Cl -3.571 4.754 -6.109
Cl -5.689 3.934 -7.916
H -5.888 5.066 -5.871
C -9.192 5.563 -5.065
Cl -9.484 4.145 -4.057
Cl -7.505 6.085 -4.928
Cl -9.609 5.226 -6.746
H -9.820 6.359 -4.718
C 5.672 -6.161 -3.838
Cl 7.111 -6.298 -2.824
Cl 4.485 -5.067 -3.122
Cl 6.105 -5.623 -5.461
H 5.220 -7.140 -3.916
C 2.109 -8.736 3.620
Cl 1.145 -9.961 2.803
Cl 2.920 -7.699 2.443
Cl 1.110 -7.782 4.720
H 2.869 -9.238 4.203
C -8.693 10.085 -4.887
Cl -9.587 8.683 -4.275
Cl -8.549 11.318 -3.635
Cl -7.101 9.610 -5.476
H -9.249 10.504 -5.713
C 2.209 -0.626 10.460
Cl 1.856 0.811 11.420
Cl 3.114 -1.806 11.412
Cl 0.720 -1.340 9.838
H 2.819 -0.329 9.619
C 6.982 3.985 3.677
Cl 5.616 4.485 4.674
Cl 7.138 5.036 2.266
Cl 8.474 3.988 4.620
H 6.800 2.976 3.332
C 8.721 4.565 -1.274
Cl 7.295 5.439 -1.838
Cl 8.248 3.190 -0.276
Cl 9.708 4.036 -2.638
H 9.312 5.236 -0.668
C -3.034 -8.633 2.323
Cl -4.368 -7.948 3.258
Cl -1.892 -7.358 1.895
Cl -2.280 -9.965 3.221
H -3.437 -9.044 1.409
C -10.507 1.809 -8.577
Cl -10.805 0.388 -7.573
Cl -8.822 2.314 -8.455
Cl -10.942 1.487 -10.257
H -11.129 2.616 -8.215
C 2.704 3.683 -0.586
Cl 4.062 3.847 0.534
Cl 1.321 4.585 0.016
Cl 3.163 4.232 -2.199
H 2.427 2.639 -0.647
*
```



The following is a DFT calculation (ωB97M-V/def2-TZVPD) of C10H31N6O5Y as an isolated structure at a distorted geometry.

Properties
⟨S²⟩ = 0.751
highest occupied orbital energy (spin up / spin down) = -11.72 / -11.72 eV
gap between HOMO and LUMO (spin up / spin down) = 5.6 / 5.0 eV

The geometry in ORCA input format:
```
! RIJCOSX wB97M-V def2-TZVPD def2/J DEFGRID3
* xyz 1 2
Y 0.302 3.741 0.484
O 0.354 1.878 -0.730
H -0.080 1.789 -1.600
C 1.027 -1.417 0.038
O 1.373 -2.553 0.369
N 0.215 -1.142 -0.903
N 1.608 -0.339 0.523
H -0.373 -1.890 -1.241
H 0.159 -0.160 -1.132
H 2.309 -0.604 1.199
H 1.385 0.620 0.299
C -3.536 0.467 -0.822
O -4.394 -0.108 -1.400
N -2.307 0.545 -1.215
N -3.802 1.016 0.338
H -1.610 1.012 -0.653
H -2.048 -0.147 -1.903
H -4.746 1.105 0.685
H -3.012 1.494 0.748
C 2.908 -1.102 -3.463
C 2.185 0.124 -4.070
C 0.627 -0.061 -4.236
O -0.143 1.128 -4.491
C -1.551 0.822 -4.713
N 2.189 1.265 -3.146
H 2.553 -2.036 -3.897
H 2.733 -1.119 -2.387
H 3.972 -1.008 -3.679
H 2.701 0.470 -4.966
H 0.123 -0.569 -3.413
H 0.524 -0.663 -5.139
H -2.087 0.548 -3.804
H -1.844 0.126 -5.498
H -1.838 1.841 -4.974
H 1.301 1.713 -3.325
H 1.967 0.920 -2.223
C -0.049 -0.706 6.400
C 0.847 -0.622 5.206
C 0.192 -1.035 3.876
O -0.734 -0.003 3.438
C -1.335 -0.257 2.177
N 1.322 0.734 5.071
H 0.333 -0.358 7.360
H -0.463 -1.709 6.506
H -0.976 -0.163 6.215
H 1.688 -1.311 5.284
H -0.352 -1.963 4.055
H 1.001 -1.173 3.158
H -2.322 0.185 2.043
H -1.462 -1.301 1.891
H -0.765 0.374 1.495
H 1.943 0.893 5.851
H 1.989 0.707 4.313
*
```



The following is a DFT calculation (ωB97M-V/def2-TZVPD) of one molecule with the formula C3H4N2.

Properties
highest occupied orbital energy = -8.71 eV
gap between HOMO and LUMO = 8.9 eV

The geometry in ORCA input format:
```
! RIJCOSX wB97M-V def2-TZVPD def2/J DEFGRID3
* xyz 0 1
N 0.845 -0.499 0.356
C -0.371 -0.826 -0.311
C -1.236 0.358 -0.277
C -0.289 1.290 0.261
N 0.873 0.774 0.656
H 1.662 -1.063 0.534
H -0.700 -1.863 -0.254
H -0.323 -0.517 -1.401
H -0.460 2.345 0.437
*
```



Copy entry 4 word for word.
The following is a DFT calculation (ωB97M-V/def2-TZVPD) of a 2-piece molecular cluster, C28H26O3 overall at a distorted geometry.

Properties
highest occupied orbital energy = -5.26 eV
gap between HOMO and LUMO = 2.1 eV

The geometry in ORCA input format:
```
! RIJCOSX wB97M-V def2-TZVPD def2/J DEFGRID3
* xyz 0 1
C 1.743 2.236 -2.489
C 2.010 1.779 -1.071
C 3.252 1.069 -0.781
C 3.778 1.094 0.595
C 5.180 0.451 0.740
C 5.320 -0.734 -0.172
O 5.039 -0.371 -1.568
C 4.060 0.512 -1.876
O 3.956 0.805 -3.072
O 1.197 2.023 -0.159
H 2.439 1.755 -3.182
H 0.706 1.979 -2.742
H 1.866 3.329 -2.542
H 3.803 2.139 0.957
H 3.100 0.568 1.274
H 5.943 1.201 0.537
H 5.320 0.108 1.765
H 6.358 -1.094 -0.215
H 4.667 -1.574 0.114
C -4.044 2.789 3.558
C -3.975 1.402 3.749
C -3.362 0.584 2.796
C -2.953 1.111 1.549
C -2.343 0.253 0.514
C -1.379 -0.726 0.857
C -0.695 -1.548 -0.027
C 0.089 -2.682 0.360
C 0.540 -3.622 -0.607
C 1.391 -4.660 -0.248
C 1.806 -4.810 1.091
C 1.272 -3.957 2.073
C 0.414 -2.916 1.717
C -2.723 0.479 -0.873
C -1.788 0.450 -1.933
C -2.179 0.677 -3.251
C -3.535 0.840 -3.557
C -4.490 0.808 -2.531
C -4.086 0.704 -1.199
C -3.137 2.507 1.325
C -3.595 3.340 2.348
H -4.441 3.433 4.345
H -4.387 0.953 4.648
H -3.260 -0.490 2.962
H -1.184 -0.829 1.926
H -0.799 -1.439 -1.098
H 0.230 -3.499 -1.650
H 1.741 -5.375 -0.996
H 2.470 -5.627 1.379
H 1.515 -4.108 3.125
H 0.028 -2.246 2.484
H -0.736 0.254 -1.724
H -1.420 0.713 -4.030
H -3.850 1.001 -4.590
H -5.550 0.876 -2.760
H -4.821 0.729 -0.390
H -2.892 2.935 0.346
H -3.616 4.420 2.202
*
```